Below is 4 unconnected molecules or ions with the total composition C30H59BNO19P3 in a non-equilibrium geometry, with properties calculated with ωB97M-V/def2-TZVPD.

CARTESIAN COORDINATES (ANGSTROEM)
O -2.13998 -5.82151 3.65552
C -2.17717 -4.75625 3.12183
C -1.87494 -3.37424 3.70461
C -1.74714 -2.93035 5.01743
C -1.45755 -1.56141 5.19498
C -1.33496 -0.66336 4.11678
C -1.47550 -1.14344 2.79973
B -1.35809 -0.20870 1.49394
O -2.44940 0.48093 0.94999
O -0.09391 -0.14067 0.92340
C -1.73172 -2.50542 2.59511
C -1.89243 -3.31591 1.32307
O -1.51968 -3.05141 0.21968
N -2.55533 -4.50644 1.76185
C -3.99928 -4.52590 1.49494
O -4.58931 -3.25169 1.55312
C -5.46250 -3.07879 2.64169
O -6.54795 -2.30779 2.17368
C -6.76512 -1.16687 2.98281
C -5.62012 -0.12050 2.82137
O -4.75416 -0.07849 3.97655
H -1.85236 -3.63029 5.84269
H -1.32279 -1.19495 6.21236
H -1.13280 0.39215 4.28689
H -2.54088 1.31431 1.45213
H 0.07853 -0.95765 0.43115
H -4.45242 -5.27515 2.15618
H -4.12327 -4.88603 0.46256
H -5.87949 -4.02173 3.03254
H -4.94720 -2.57255 3.47652
H -7.67919 -0.68388 2.61047
H -6.95929 -1.40219 4.04673
H -6.08271 0.86136 2.66283
H -4.99739 -0.44983 1.97815
H -5.08126 -0.75663 4.57348
C 6.87306 -0.32048 0.40168
C 5.73512 -0.38846 -0.60023
O 5.24437 -1.71704 -0.74474
P 4.19911 -2.34111 0.35930
O 3.21737 -1.22518 0.55392
O 3.25253 -3.30616 -0.59697
C 1.84478 -3.38905 -0.34893
C 1.07924 -2.63734 -1.41945
O 5.12584 -3.63783 0.74170
C 5.74239 -4.41857 -0.29464
C 7.25034 -4.31910 -0.18092
H 6.58118 -0.75782 1.36054
H 7.17808 0.71410 0.56497
H 7.74004 -0.87657 0.04250
H 4.93687 0.29954 -0.31789
H 6.09401 -0.07413 -1.58176
H 1.60065 -3.00710 0.64448
H 1.57015 -4.44558 -0.36959
H 1.43639 -1.61073 -1.52376
H 0.01514 -2.61714 -1.18821
H 1.21259 -3.12016 -2.38962
H 5.41591 -4.11113 -1.28360
H 5.41996 -5.45102 -0.15414
H 7.56555 -3.29680 0.01902
H 7.72878 -4.66310 -1.09932
H 7.61441 -4.93524 0.64341
C 2.56833 -0.60670 -9.74943
C 3.80493 -0.72906 -8.87770
O 3.52437 -0.40348 -7.52140
P 2.81429 -1.50635 -6.52889
O 3.55322 -2.76909 -6.85187
O 3.52335 -1.15286 -5.08171
C 3.88007 -2.21102 -4.18301
C 5.38261 -2.39843 -4.17015
O 1.52321 -0.57308 -6.14934
C 1.70474 0.80684 -5.79324
C 1.02559 1.69188 -6.81939
H 1.74201 -1.19906 -9.34720
H 2.78090 -0.94328 -10.76521
H 2.22995 0.42901 -9.79976
H 4.23427 -1.72837 -8.96347
H 4.56534 -0.02614 -9.22162
H 3.37567 -3.13987 -4.45201
H 3.53460 -1.92684 -3.18747
H 5.77984 -2.54081 -5.17534
H 5.65770 -3.26022 -3.55960
H 5.86816 -1.51267 -3.75569
H 2.75495 1.06880 -5.70181
H 1.24954 0.94816 -4.81221
H 1.21397 1.34043 -7.83191
H 1.37636 2.72132 -6.73174
H -0.05627 1.68783 -6.67345
C -3.76210 5.86646 0.06634
C -2.53424 5.78258 0.95530
O -2.83321 6.14233 2.29972
P -3.55172 5.05750 3.33548
O -2.58293 3.93452 3.01812
O -2.82887 5.49853 4.75923
C -2.44830 4.49424 5.70742
C -0.94159 4.32809 5.71213
O -4.73432 6.17195 3.63305
C -4.40701 7.55344 3.86815
C -4.99772 8.41302 2.76940
H -4.58684 5.27569 0.47550
H -3.53382 5.50426 -0.93703
H -4.11190 6.89576 -0.01713
H -2.09338 4.78669 0.90072
H -1.77746 6.48412 0.60034
H -2.94272 3.54545 5.49337
H -2.78872 4.82629 6.69024
H -0.55974 4.13941 4.70910
H -0.64454 3.50291 6.36272
H -0.46248 5.24024 6.07200
H -3.33577 7.71119 3.93874
H -4.83880 7.82539 4.83259
H -4.85466 7.95915 1.79178
H -4.54082 9.40386 2.76924
H -6.07303 8.53453 2.91352

Values from the calculation:
* HOMO level: -9.67 eV
* structure (SMILES): O=C1c2cccc(B(O)O)c2C(=O)N1COCOCCO.CCOP(=O)(OCC)OCC.CCOP(=O)(OCC)OCC.CCOP(=O)(OCC)OCC
* 2S+1: 1
* calculated total energy: -3711.8033 hartree

Below is a molecular structure, C9H36BF6NO13S2V in a non-equilibrium geometry, with properties calculated with ωB97M-V/def2-TZVPD.

CARTESIAN COORDINATES (ANGSTROEM)
V 2.81439 0.91775 1.32099
B 3.16172 -2.45522 0.96140
F 2.83245 -1.11432 1.18122
F 2.42020 -2.99117 -0.04298
F 4.48246 -2.44729 0.57166
F 2.95174 -3.35797 1.99180
N 1.06216 0.90625 0.34210
S 0.31527 1.90238 -0.61073
O -0.62466 2.77665 0.05179
O 0.19158 1.71725 -2.05773
F 1.63767 2.82146 -0.71711
S -0.24840 -0.20634 0.05313
O 0.07083 -1.19847 -0.94962
O -1.59986 0.27512 0.30361
F 0.04871 -0.90148 1.42687
C -1.79082 -4.12281 -0.95123
O -2.76378 -5.02144 -1.45850
H -2.04267 -3.08063 -1.14750
H -1.60008 -4.23153 0.11643
H -0.97461 -4.25150 -1.66212
H -3.58996 -4.97644 -0.97166
C -1.56103 4.43982 -2.46796
O -2.43275 5.49327 -2.16336
H -1.74025 3.61843 -1.77419
H -1.63710 3.98612 -3.45613
H -0.55658 4.85488 -2.38489
H -2.31141 6.28190 -2.69717
C 3.75325 -0.02050 -1.53485
O 3.94107 0.89644 -0.41088
H 3.54889 0.48671 -2.47775
H 4.57415 -0.71857 -1.69893
H 2.79303 -0.51533 -1.38922
H 4.37245 1.61987 -0.87149
C -1.71627 -3.73476 3.03726
O -0.61824 -4.09867 3.82752
H -2.40142 -4.58213 3.01181
H -2.27622 -2.90709 3.47261
H -1.31210 -3.46862 2.06059
H 0.06914 -4.48874 3.28258
C 1.10343 -2.67702 -4.07255
O 1.41896 -1.46699 -3.39712
H 1.50835 -2.55851 -5.07759
H 1.44999 -3.63213 -3.67789
H 0.01496 -2.73451 -4.06697
H 1.29513 -1.60632 -2.45539
C -2.25442 -0.92882 -3.93438
O -2.26735 -0.34953 -2.64039
H -1.92694 -1.94690 -3.72368
H -3.28481 -0.91741 -4.28970
H -1.54156 -0.52479 -4.65320
H -1.80789 0.49338 -2.64123
C -1.76264 1.62330 3.65970
O -0.57397 1.14432 4.31866
H -1.92972 1.15813 2.68822
H -2.64944 1.59348 4.29280
H -1.53096 2.67486 3.49047
H -0.68328 1.28046 5.26265
C -0.72895 6.15080 0.74990
O -0.76027 4.95767 1.53901
H -0.29025 6.83381 1.47731
H -0.13726 5.94356 -0.14176
H -1.74994 6.46394 0.53166
H -1.30608 4.35850 1.02452
C 1.65064 -0.91644 3.82810
O 1.60570 0.40450 3.13811
H 1.99149 -0.66499 4.83243
H 0.70642 -1.45013 3.93634
H 2.42955 -1.58103 3.45432
H 0.76815 0.77155 3.43030

Values from the calculation:
* charge: +1
* HOMO level (spin up / spin down): -11.98 / -11.98 eV
* <S²>: 2.047
* relative energy (zero: lowest compared OMol25 entry of this formula, charge and spin): 513.3 kJ/mol
* 2S+1: 3
* calculated total energy: -3761.4055 hartree

Below is 2 unconnected molecules or ions with the total composition C2H3ClFNO in a non-equilibrium geometry, with properties calculated with ωB97M-V/def2-TZVPD.

CARTESIAN COORDINATES (ANGSTROEM)
C -0.01938 -0.13270 0.47845
C -0.11072 0.63520 -0.74700
N -0.38127 -1.04574 -2.22649
O -0.34384 -2.03868 -1.60923
F 1.01968 1.10079 -1.30441
Cl -1.36126 0.12425 1.59784
H 0.94810 0.18808 0.85791
H 0.04963 -1.23394 0.11842
H -0.99930 1.12379 -0.92828

Values from the calculation:
* HOMO level (spin up / spin down): -8.19 / -8.66 eV
* relative energy (zero: lowest compared OMol25 entry of this formula, charge and spin): 438.7 kJ/mol
* 2S+1: 1
* calculated total energy: -767.9055 hartree

Below is 3 unconnected molecules or ions with the total composition C19H47NO8P3S in a non-equilibrium geometry, with properties calculated with ωB97M-V/def2-TZVPD.

CARTESIAN COORDINATES (ANGSTROEM)
C -1.15190 -2.37129 -2.52445
P -1.31804 -1.23477 -4.02596
C -0.15484 0.24149 -3.92924
C -3.11576 -0.62457 -4.18145
N -3.51901 0.38000 -3.12545
C -4.39993 -0.16112 -2.04910
C -5.70057 -0.88568 -2.57783
C -5.58013 -1.27382 -4.12410
C -4.10156 -1.85160 -4.32128
S -4.01159 -2.43010 -6.07973
H -1.51100 -3.39713 -2.80882
H -0.05153 -2.49098 -2.31987
H -1.71254 -2.02002 -1.61863
H -0.77333 1.18400 -4.00891
H 0.46504 0.23819 -2.99874
H 0.55310 0.23621 -4.80115
H -3.15032 -0.07723 -5.16768
H -3.98605 1.16722 -3.58757
H -2.67269 0.76358 -2.67839
H -3.81942 -0.80371 -1.34092
H -4.74576 0.72822 -1.44686
H -6.62291 -0.30477 -2.33661
H -5.78236 -1.85108 -2.00148
H -6.34543 -2.05749 -4.35391
H -5.75292 -0.35176 -4.74068
H -3.88965 -2.68645 -3.59625
H -2.66607 -2.72853 -6.21549
O -1.71945 -2.16093 2.45878
P -1.42019 -1.43439 3.76781
O -2.60500 -0.26081 3.70957
C -3.93762 -0.56814 3.31890
C -4.82115 -0.86138 4.51641
O -0.12278 -0.54691 3.25939
C 0.62231 -0.93882 2.11277
C 0.10393 -0.23525 0.87301
O -0.98184 -0.93006 5.32496
C -1.82000 -1.19202 6.43839
C -2.12671 -2.66516 6.61491
H -3.97488 -1.40306 2.61453
H -4.32486 0.31173 2.79675
H -4.48456 -1.76012 5.03788
H -5.85680 -1.01748 4.20648
H -4.79651 -0.03482 5.22883
H 0.60889 -2.02326 1.99144
H 1.66351 -0.65537 2.28230
H -0.98336 -0.29118 0.78787
H 0.54649 -0.66515 -0.02873
H 0.35703 0.82752 0.90863
H -2.72945 -0.59443 6.36478
H -1.28958 -0.83164 7.32266
H -2.56412 -3.09385 5.70636
H -2.82537 -2.81129 7.44018
H -1.21272 -3.22214 6.82880
O 3.66149 1.31990 0.14573
P 4.65649 2.28567 -0.49296
O 6.00768 1.93737 0.41733
C 6.37357 0.59635 0.72688
C 7.37131 0.04209 -0.27230
O 4.17578 3.66577 0.27663
C 2.87916 3.76316 0.85733
C 2.91657 3.38468 2.32767
O 5.57255 3.31592 -1.48162
C 6.51073 2.79280 -2.40662
C 5.89487 1.81514 -3.38676
H 5.50339 -0.06087 0.78920
H 6.83362 0.61525 1.71784
H 6.92760 -0.02780 -1.26859
H 7.70178 -0.95622 0.02208
H 8.24890 0.68746 -0.34392
H 2.15960 3.15398 0.30602
H 2.55256 4.80136 0.75784
H 3.45390 2.45155 2.49853
H 1.90516 3.28314 2.72696
H 3.43817 4.15398 2.90172
H 7.35220 2.35283 -1.87020
H 6.91392 3.64361 -2.96060
H 5.38396 0.99716 -2.86714
H 6.66428 1.39016 -4.03336
H 5.15276 2.31720 -4.01076

Values from the calculation:
* charge: +1
* HOMO level: -11.57 eV
* 2S+1: 1
* calculated total energy: -2830.7991 hartree